# 1
DFT (ωB97M-V with the def2-TZVPD basis set) results for a 10-piece molecular cluster, C20H35Cl20N5O5 overall.

Geometry as XYZ:
```
85
Properties=species:S:1:pos:R:3:lowdin_charge:R:1
C -2.206 -0.387 -3.818 -2.037
Cl -3.882 -0.852 -3.263 0.462
Cl -2.014 -1.217 -5.412 0.503
Cl -2.112 1.338 -4.048 0.532
Cl -1.117 -0.883 -2.606 0.596
C -2.465 5.385 -3.259 -1.988
Cl -3.041 5.925 -1.616 0.440
Cl -3.791 4.333 -3.818 0.499
Cl -2.332 6.949 -4.160 0.494
Cl -0.946 4.626 -3.094 0.640
C -6.856 -1.510 2.109 -2.143
Cl -8.460 -1.275 2.636 0.590
Cl -6.681 -1.061 0.421 0.533
Cl -5.742 -0.539 3.002 0.542
Cl -6.352 -3.182 2.398 0.503
C 1.007 0.449 5.640 -2.005
Cl 2.409 1.494 5.625 0.548
Cl 1.267 -1.048 4.743 0.542
Cl 0.669 0.017 7.386 0.482
Cl -0.393 1.199 4.847 0.523
C -2.355 -4.971 4.827 -2.056
Cl -1.160 -3.897 4.100 0.525
Cl -2.094 -6.515 4.090 0.557
Cl -2.108 -4.938 6.600 0.503
Cl -4.016 -4.405 4.565 0.493
C -2.319 -0.896 1.590 0.006
C -0.812 -0.927 1.503 -0.546
O -0.032 -1.820 1.875 -0.065
N -0.347 0.187 0.958 0.046
C 1.077 0.608 1.036 -0.035
H -2.750 -1.826 1.291 0.078
H -2.676 -0.031 1.068 0.042
H -2.476 -0.625 2.674 0.100
H -0.879 1.009 0.861 0.059
H 1.479 0.544 2.044 0.051
H 1.120 1.627 0.609 0.100
H 1.758 0.105 0.395 0.046
C 1.535 2.159 -4.397 -0.005
C 2.010 2.615 -3.084 -0.590
O 1.557 3.623 -2.521 -0.063
N 2.961 1.870 -2.577 0.019
C 3.914 2.416 -1.652 -0.063
H 2.296 1.847 -5.105 0.090
H 0.888 2.859 -4.834 0.045
H 0.875 1.245 -4.168 0.091
H 3.379 1.138 -3.153 0.094
H 3.475 3.191 -0.997 0.094
H 4.785 2.816 -2.219 0.103
H 4.257 1.661 -1.030 0.044
C 1.694 -4.283 0.799 0.003
C 2.945 -3.419 0.804 -0.553
O 3.807 -3.533 -0.040 0.028
N 2.947 -2.458 1.759 0.004
C 3.861 -1.392 1.718 -0.102
H 0.897 -3.596 0.495 0.067
H 1.405 -4.530 1.810 0.069
H 1.922 -5.144 0.148 0.096
H 2.012 -2.253 2.113 0.075
H 3.395 -0.426 2.111 0.087
H 4.096 -1.203 0.626 0.096
H 4.766 -1.602 2.216 0.066
C -2.703 3.869 2.651 0.016
C -3.027 3.026 1.472 -0.536
O -2.389 2.061 1.083 -0.001
N -4.187 3.268 0.795 0.032
C -4.399 2.484 -0.450 -0.052
H -1.731 3.563 3.092 0.081
H -3.578 3.690 3.383 0.125
H -2.696 4.855 2.229 0.075
H -4.885 3.840 1.136 0.102
H -5.183 3.035 -1.062 0.101
H -4.787 1.508 -0.248 0.052
H -3.484 2.511 -0.968 0.050
C 5.896 -2.015 -3.449 0.012
C 4.425 -1.560 -3.332 -0.569
O 3.931 -0.607 -3.953 -0.009
N 3.698 -2.376 -2.687 0.036
C 2.285 -2.163 -2.473 -0.045
H 6.570 -1.105 -3.580 0.102
H 5.964 -2.662 -4.324 0.080
H 6.275 -2.569 -2.583 0.075
H 4.178 -3.060 -2.229 0.080
H 1.745 -1.951 -3.396 0.077
H 2.232 -1.281 -1.846 0.073
H 1.801 -2.953 -1.878 0.086
```

gap between HOMO and LUMO = 0.343 Ha
charge = 0
SMILES = ClC(Cl)(Cl)Cl.ClC(Cl)(Cl)Cl.ClC(Cl)(Cl)Cl.ClC(Cl)(Cl)Cl.ClC(Cl)(Cl)Cl.CNC(C)=O.CNC(C)=O.CNC(C)=O.CNC(C)=O.CNC(C)=O
HOMO energy = -0.3430 Ha

# 2
DFT (ωB97M-V with the def2-TZVPD basis set) results for a 2-piece molecular cluster, C20H35F3N3O3 overall.

Geometry as XYZ:
```
64
Properties=species:S:1:pos:R:3:lowdin_charge:R:1
C 1.574 -2.910 1.240 0.140
C 1.057 -2.460 0.255 -0.065
C 0.587 -2.110 -1.109 -0.282
O 1.057 -0.865 -1.577 -0.131
C 2.458 -0.668 -1.419 -0.211
C 2.737 0.319 -0.274 -0.168
C 1.799 1.505 -0.339 -0.181
C 1.403 2.196 0.763 0.012
C -0.987 -2.013 -1.136 -0.501
N -1.278 -0.670 -0.576 0.119
N -1.664 -2.924 -0.233 0.158
C -1.575 -4.176 -0.422 -0.388
C -2.292 -5.057 0.587 -0.040
C -0.863 -4.937 -1.511 -0.029
N -1.387 -2.068 -2.541 0.008
C -2.790 -2.299 -2.838 -0.197
C -3.749 -1.073 -2.754 -0.174
C -4.683 -1.054 -1.542 -0.431
C -5.537 -2.329 -1.402 -0.080
C -5.658 0.145 -1.738 -0.088
H 2.031 -3.323 2.108 0.030
H 0.893 -2.874 -1.833 0.140
H 3.022 -1.602 -1.338 0.119
H 2.801 -0.175 -2.339 0.120
H 2.545 -0.152 0.699 0.102
H 3.752 0.719 -0.304 0.121
H 1.441 1.827 -1.323 0.099
H 1.553 3.267 0.879 0.036
H 0.899 1.644 1.561 0.060
H -1.480 0.002 -1.296 0.071
H -2.008 -0.729 0.116 0.064
H -2.761 -4.427 1.342 0.075
H -3.113 -5.574 0.073 0.077
H -1.621 -5.799 1.021 0.078
H -0.575 -4.346 -2.377 0.064
H 0.060 -5.342 -1.073 0.094
H -1.452 -5.805 -1.819 0.082
H -0.994 -1.308 -3.075 0.120
H -2.824 -2.618 -3.889 0.110
H -3.217 -3.124 -2.271 0.093
H -4.404 -1.121 -3.635 0.107
H -3.209 -0.127 -2.862 0.108
H -4.185 -0.867 -0.588 0.116
H -5.888 -2.733 -2.354 0.083
H -4.946 -3.086 -0.872 0.062
H -6.377 -2.115 -0.737 0.071
H -6.401 0.169 -0.940 0.069
H -6.105 0.088 -2.734 0.075
H -5.067 1.066 -1.688 0.076
C 5.001 6.000 4.977 -0.094
C 5.903 5.422 3.891 -0.304
O 5.304 4.452 3.071 -0.127
C 4.465 4.910 1.946 -0.540
O 5.026 5.810 1.202 -0.169
C 3.046 5.352 2.430 -0.545
F 2.568 4.568 3.442 0.084
F 2.145 5.215 1.425 0.079
F 2.939 6.621 2.858 0.107
H 4.380 5.222 5.422 0.070
H 5.609 6.463 5.762 0.060
H 4.345 6.773 4.585 0.053
H 6.721 4.893 4.394 0.100
H 6.368 6.215 3.297 0.106
H 4.234 3.927 1.465 0.130
```

gap between HOMO and LUMO = 0.202 Ha
charge = -1
HOMO energy = -0.1295 Ha

# 3
DFT (ωB97M-V with the def2-TZVPD basis set) results for C20H35GeN3O3S2TeTi as an isolated structure.

Geometry as XYZ:
```
66
Properties=species:S:1:pos:R:3:lowdin_charge:R:1
Ti 0.145 0.253 -0.402 0.691
C 1.791 -2.716 -0.144 -0.023
C 0.349 -2.967 -0.560 -0.650
C 0.265 -3.313 -2.036 -0.019
C -0.257 -4.074 0.290 -0.069
O -0.433 -1.748 -0.395 -0.420
Ge -1.585 -1.382 1.077 1.057
O -2.052 0.068 -0.054 -0.417
C -3.318 0.771 -0.040 -0.669
C -3.801 0.889 -1.475 -0.033
C -3.119 2.158 0.554 -0.071
C -4.335 -0.003 0.790 -0.076
O -0.053 -0.272 1.609 -0.444
C 0.192 0.011 3.007 -0.675
C 1.503 0.766 3.113 -0.051
C 0.294 -1.314 3.754 -0.048
C -0.952 0.859 3.545 -0.033
H 2.326 -3.667 -0.103 0.094
H 1.840 -2.250 0.842 0.079
H 2.302 -2.062 -0.850 0.078
H 0.887 -4.183 -2.255 0.094
H 0.618 -2.473 -2.636 0.080
H -0.765 -3.535 -2.323 0.093
H 0.259 -5.014 0.088 0.094
H -1.316 -4.211 0.063 0.081
H -0.154 -3.862 1.358 0.072
H -3.068 1.419 -2.083 0.084
H -4.740 1.446 -1.506 0.094
H -3.974 -0.098 -1.910 0.090
H -2.557 2.793 -0.135 0.004
H -2.581 2.096 1.500 0.060
H -4.080 2.642 0.734 0.097
H -4.436 -1.030 0.432 0.077
H -5.309 0.481 0.712 0.093
H -4.059 -0.032 1.846 0.070
H 2.316 0.178 2.687 0.072
H 1.724 0.967 4.163 0.097
H 1.446 1.716 2.581 0.048
H 1.088 -1.927 3.322 0.086
H -0.642 -1.875 3.713 0.058
H 0.530 -1.136 4.805 0.092
H -0.985 1.812 3.015 0.065
H -0.813 1.057 4.610 0.095
H -1.914 0.351 3.423 0.071
C 5.014 3.775 1.581 -0.445
S 4.580 2.027 1.585 0.856
C 3.279 1.922 0.399 -1.073
S 2.563 3.400 -0.238 0.359
N 2.932 0.712 0.157 -0.062
N 1.952 0.525 -0.825 -0.273
C 2.298 0.828 -2.118 -0.153
C 1.263 0.651 -2.997 -0.287
C 1.332 0.767 -4.420 -0.027
C 0.260 0.445 -5.174 -0.078
C -0.932 -0.036 -4.546 -0.074
C -0.973 -0.117 -3.199 -0.141
N 0.077 0.258 -2.395 -0.058
H 5.868 3.848 2.254 0.031
H 4.203 4.393 1.957 0.024
H 5.316 4.108 0.592 0.029
H 3.299 1.144 -2.366 0.122
H 2.260 1.103 -4.865 0.115
H 0.307 0.527 -6.252 0.102
H -1.790 -0.339 -5.128 0.099
H -1.840 -0.490 -2.675 0.093
Te 0.154 2.961 -0.053 0.670
```

gap between HOMO and LUMO (alpha / beta) = 0.234 / 0.242 Ha
charge = 0
energy above the lowest of the compared OMol25 structures with the same formula, charge and spin = 0.0 kJ/mol
HOMO energy (alpha / beta) = -0.2297 / -0.2409 Ha